No. 1
C19H22CuN2O3S4 | the ωB97M-V functional and the def2-TZVPD basis

Each line ends with the Mulliken charge.
Cartesian coordinates (Å):
1 Cu 11.78257 10.87842 9.37631  -0.3494
2 O 11.61692 10.57768 13.49765  -0.7722
3 C 11.54919 10.20443 12.30911  0.5703
4 O 12.17772 10.76842 11.32261  -0.3806
5 C 10.61949 9.00515 12.11368  0.1981
6 C 10.18723 8.37065 13.28703  -0.6064
7 C 9.37997 7.25212 13.27416  -0.3289
8 C 8.91354 6.71403 12.04406  -0.5596
9 C 9.30449 7.35803 10.87106  -0.8403
10 C 10.16574 8.50516 10.84857  0.7316
11 S 10.49963 9.00395 9.25616  -0.4402
12 H 10.50964 8.75870 14.26653  0.3558
13 H 9.09584 6.75463 14.21513  0.2845
14 H 8.27136 5.82706 12.01522  0.3169
15 H 8.96143 6.96088 9.89673  0.2859
16 C 11.68887 12.06035 5.27955  -1.7585
17 C 12.00800 12.27843 6.75796  1.3858
18 C 13.28076 13.13619 6.90821  -1.4590
19 C 12.13750 10.91407 7.42086  -0.8474
20 H 11.53148 13.00889 4.75943  0.4542
21 H 10.74452 11.49017 5.15796  0.3766
22 H 12.49576 11.51144 4.78749  0.3383
23 H 11.17770 12.85088 7.18789  -0.2198
24 H 14.12291 12.61918 6.41428  0.3178
25 H 13.55110 13.30890 7.95947  0.1869
26 H 13.12841 14.10362 6.41846  0.3835
27 H 13.15858 10.51092 7.38227  0.3934
28 H 11.41845 10.17838 7.03255  0.6311
29 N 6.75289 15.75465 9.41774  -0.3386
30 C 8.09196 16.02950 9.38072  0.0673
31 S 8.74428 17.55757 9.14937  -0.3767
32 C 8.91066 14.82252 9.53397  1.0619
33 C 10.30948 14.92983 9.70438  -0.4147
34 C 11.08033 13.80677 9.76206  -0.6070
35 N 10.59140 12.54104 9.68678  0.6585
36 C 9.25096 12.40831 9.61056  -0.6932
37 C 8.38847 13.49356 9.52531  -0.7810
38 H 6.10363 16.51878 9.30131  0.2398
39 H 6.46164 14.96384 9.99084  0.2013
40 H 10.72722 15.94665 9.78070  0.3463
41 H 12.17909 13.84852 9.84319  0.3273
42 H 8.85601 11.38086 9.58598  0.3310
43 H 7.31319 13.34169 9.36616  0.2685
44 C 18.02007 9.61782 10.19100  -0.7570
45 O 16.65698 10.06736 10.14968  -0.2113
46 C 16.36175 11.15509 9.40405  -0.0014
47 S 17.45135 11.85334 8.36246  -0.4937
48 S 14.77095 11.64518 9.73034  -0.2824
49 H 17.98862 8.74585 10.87320  0.1861
50 H 18.66699 10.41847 10.58985  0.3130
51 H 18.38219 9.35514 9.18372  0.3077

charge: -2
lowest unoccupied orbital energy (spin up / spin down): 0.106 / 0.106 hartree
orbital gap (spin up / spin down): 4.012 / 4.020 eV
spin multiplicity: 2

=====

No. 2
C21H32N4O4 | the ωB97M-V functional and the def2-TZVPD basis

Each line ends with the Mulliken charge.
Cartesian coordinates (Å):
1 C -1.02304 2.87755 -1.27688  -1.4600
2 C -0.27982 1.57578 -1.00360  -0.1438
3 C -0.24632 1.22557 0.48460  0.6187
4 C -1.53338 0.53954 0.94996  -1.5408
5 N -1.83020 -0.65588 0.17920  0.8849
6 C -3.24461 -0.98473 0.12769  -1.1701
7 C -3.96324 -0.15835 -0.94237  -0.1073
8 C -5.46447 -0.43830 -1.00452  -0.6445
9 C -5.79804 -1.84035 -1.50161  -1.1830
10 C -0.96968 -1.78506 0.45258  -1.0416
11 C -1.18536 -2.50131 1.79967  -0.1239
12 C -0.08302 -3.52686 2.06532  -1.0151
13 N 1.19532 -2.88593 2.27438  -0.0899
14 C 2.19105 -2.91882 1.38018  0.1902
15 O 2.20948 -3.58751 0.36850  -0.6659
16 C 3.38377 -2.01068 1.75551  0.2358
17 C 3.96774 -1.34466 0.50583  -1.1337
18 C 3.49447 0.07245 0.73218  0.4448
19 C 3.60627 1.15642 -0.22358  0.5734
20 C 4.27356 0.98417 -1.43831  -0.6061
21 C 4.35388 2.02059 -2.35369  -0.7789
22 C 3.76265 3.24055 -2.08292  -0.6277
23 C 3.09244 3.40736 -0.87535  -0.2150
24 N 2.44382 4.66787 -0.59762  1.1061
25 O 2.66634 5.59017 -1.35154  -0.6509
26 O 1.71284 4.72353 0.36647  -0.5876
27 C 3.01481 2.38812 0.05721  0.0452
28 N 2.95396 0.23455 1.87762  -0.3993
29 O 2.93622 -0.92231 2.58726  -0.4363
30 H -2.06211 2.80140 -0.96852  0.3335
31 H -1.00156 3.11480 -2.33837  0.4035
32 H -0.56589 3.69945 -0.72940  0.3087
33 H 0.74348 1.66671 -1.37697  0.2694
34 H -0.75974 0.75451 -1.53777  0.3638
35 H -0.10741 2.13361 1.07395  0.6767
36 H 0.60558 0.57565 0.68753  -0.9678
37 H -2.36443 1.23232 0.81561  0.6135
38 H -1.45611 0.33234 2.03104  0.2695
39 H -3.33243 -2.04071 -0.13200  0.5885
40 H -3.73971 -0.83370 1.10158  0.2102
41 H -3.50631 -0.37108 -1.91007  0.2696
42 H -3.81515 0.90283 -0.73711  0.1329
43 H -5.92420 0.28986 -1.67674  0.3547
44 H -5.89996 -0.29143 -0.01297  0.3297
45 H -5.33074 -2.02203 -2.46693  0.2879
46 H -6.87392 -1.95364 -1.61507  0.3849
47 H -5.45150 -2.59732 -0.80293  0.2931
48 H 0.06184 -1.43273 0.40013  0.0662
49 H -1.10412 -2.51046 -0.35594  0.4112
50 H -1.19199 -1.76893 2.61025  0.2339
51 H -2.14930 -3.01173 1.80030  0.3215
52 H -0.32666 -4.12192 2.95132  0.3877
53 H 0.03408 -4.19300 1.20765  0.3757
54 H 1.26438 -2.21417 3.02686  0.2717
55 H 4.10647 -2.59623 2.32992  0.4781
56 H 5.05705 -1.39323 0.45978  0.5271
57 H 3.55116 -1.79815 -0.39575  0.4097
58 H 4.73190 0.03503 -1.66891  0.4613
59 H 4.87432 1.87215 -3.28704  0.4129
60 H 3.80067 4.05865 -2.78531  0.5282
61 H 2.49487 2.53768 0.98968  0.5148

lowest unoccupied orbital energy: -0.022 hartree
SMILES: CCCCN(CCCC)CCCNC(=O)[C@H]1CC(c2cccc([N+](=O)[O-])c2)=NO1
energy above the lowest of the compared OMol25 structures with the same formula, charge and spin: 132.0 kcal per mole
orbital gap: 7.595 eV

=====

No. 3
C30H40BrF2N2O14P | the ωB97M-V functional and the def2-TZVPD basis

Each line ends with the Mulliken charge.
Cartesian coordinates (Å):
1 C 0.83462 1.11831 -2.21815  -0.7674
2 C 0.49171 -0.21754 -3.11384  -0.1753
3 O 0.14000 -1.40198 -2.26287  -0.4029
4 C 1.16659 -2.40951 -2.68291  -0.1313
5 C 0.89622 -3.46447 -3.90818  0.1267
6 C -0.60358 -3.38420 -4.62709  -0.5359
7 C -1.67550 -3.80660 -3.42223  0.1850
8 C -1.46529 -5.33134 -2.79890  -0.3648
9 C -2.45842 -5.81965 -1.55497  -0.4662
10 C -3.64181 -4.83524 -0.93774  -0.4143
11 C -3.83905 -3.32812 -1.57580  -0.3812
12 C -2.84381 -2.82707 -2.82014  0.6483
13 C -3.07071 -1.29987 -3.37084  -0.9896
14 C 2.08903 -4.50563 -4.33238  0.3094
15 F 1.79799 -5.43247 -5.48889  -0.3275
16 C 3.56503 -4.59044 -3.55420  0.2815
17 N 4.52826 -5.62288 -4.06842  -0.4500
18 C 5.76168 -5.57175 -3.21079  0.2849
19 F 6.85664 -6.55258 -3.55757  -0.2666
20 C 6.05924 -4.56334 -1.96921  -0.2175
21 N 5.05381 -3.54971 -1.50208  -0.2999
22 C 3.79345 -3.55598 -2.31990  0.0677
23 C 2.61822 -2.45801 -1.88315  0.5644
24 P 2.80639 -1.20518 -0.42647  0.4148
25 O 4.47568 -0.91677 -0.02429  -0.4549
26 Br 1.98102 -2.34913 1.40898  -0.3108
27 H 2.00657 1.13579 -2.07192  0.0536
28 H 0.22652 1.19712 -1.21797  0.1908
29 H 0.55953 2.05669 -2.89730  0.3554
30 H -0.34508 0.05530 -3.88614  0.2417
31 H 1.46496 -0.47709 -3.75329  0.3423
32 H -0.81447 -2.32851 -5.08680  0.2490
33 H -0.71918 -4.20600 -5.48062  0.3124
34 H -0.62978 -6.08089 -3.17778  0.2462
35 H -2.32667 -6.88110 -1.05295  0.2634
36 H -4.28489 -5.25159 -0.03057  0.2715
37 H -4.66008 -2.56628 -1.16592  0.2619
38 H -4.11900 -1.13436 -3.90836  0.3686
39 H -3.08514 -0.58004 -2.41845  0.2656
40 H -2.24812 -0.98055 -4.13935  0.0513
41 H 7.10058 -4.65031 -1.40178  0.3212
42 H 4.64082 -1.43766 0.83938  0.3107
43 C 2.87309 0.29096 3.85656  -0.4632
44 O 2.53577 0.16420 5.23652  -0.3064
45 C 3.54766 -0.28816 6.01931  0.7302
46 O 4.67158 -0.57959 5.64124  -0.5431
47 O 3.09244 -0.36005 7.29565  -0.3118
48 C 4.05740 -0.82450 8.23758  -0.6127
49 H 1.99112 0.65968 3.32548  0.2845
50 H 3.68342 1.01466 3.72206  0.3073
51 H 3.14703 -0.68164 3.43514  0.1113
52 H 4.91510 -0.14540 8.27826  0.2868
53 H 4.37871 -1.84170 7.99134  0.2870
54 H 3.58568 -0.84219 9.22392  0.2177
55 C 4.97300 3.10420 -1.14971  -0.5995
56 O 3.81023 3.69697 -0.57461  -0.1823
57 C 3.84622 5.05209 -0.51406  0.6675
58 O 4.76111 5.76314 -0.89937  -0.5450
59 O 2.68794 5.47904 0.04942  -0.2523
60 C 2.58522 6.89573 0.17808  -0.6195
61 H 4.83556 2.01931 -1.14765  0.0790
62 H 5.10162 3.43290 -2.18599  0.3232
63 H 5.86109 3.33979 -0.55442  0.3406
64 H 2.61837 7.37605 -0.80512  0.2912
65 H 3.37784 7.28294 0.82644  0.2964
66 H 1.62080 7.12414 0.64006  0.1885
67 C -0.95656 5.68941 3.66452  -0.6250
68 O -0.50008 6.94696 3.17022  -0.2153
69 C -0.96523 8.01966 3.85888  0.7118
70 O -1.71105 7.98320 4.82505  -0.5455
71 O -0.45677 9.13999 3.28636  -0.2742
72 C -0.86446 10.35531 3.91155  -0.6256
73 H -0.52334 4.90326 3.03989  0.1936
74 H -0.62070 5.53461 4.69491  0.2994
75 H -2.04713 5.62087 3.59703  0.2902
76 H -0.52492 10.38709 4.95183  0.2894
77 H -1.95134 10.47335 3.85395  0.2873
78 H -0.39940 11.18529 3.37250  0.2143
79 C -9.42691 -2.20298 -2.60544  -0.6012
80 O -9.76423 -2.32974 -1.22549  -0.3111
81 C -8.75234 -2.78210 -0.44269  0.7848
82 O -7.62842 -3.07353 -0.82076  -0.5332
83 O -9.20756 -2.85399 0.83364  -0.3032
84 C -8.24260 -3.31844 1.77557  -0.5927
85 H -10.30888 -1.83426 -3.13653  0.2146
86 H -8.61658 -1.47928 -2.73994  0.2795
87 H -9.15297 -3.17558 -3.02686  0.2844
88 H -7.38490 -2.63934 1.81626  0.2774
89 H -7.92129 -4.33564 1.52934  0.2770
90 H -8.71432 -3.33613 2.76192  0.2161

lowest unoccupied orbital energy: -0.073 hartree
SMILES: CCOc1c(Cc2ccccc2C)c(F)c2nc(F)cnc2c1P(O)Br.COC(=O)OC.COC(=O)OC.COC(=O)OC.COC(=O)OC
orbital gap: 6.304 eV

=====

No. 4
C2H5N3O2S | the ωB97M-V functional and the def2-TZVPD basis

Each line ends with the Mulliken charge.
Cartesian coordinates (Å):
1 H 3.39332 -0.64682 -0.64870  0.2707
2 N 2.73348 -0.79944 0.05834  -0.6583
3 C 1.57018 -0.50889 -0.37203  0.0616
4 N 0.49025 -0.55889 0.52984  -0.3825
5 O -0.65838 -1.01733 -0.13079  -0.1598
6 C -1.78134 -0.27204 0.01301  0.3505
7 S -3.26743 -0.96898 -0.12872  -0.3257
8 N -1.58716 1.06299 0.29195  -0.1299
9 O -0.53732 1.75037 -0.27485  -0.4108
10 H 1.30888 -0.14694 -1.32751  0.4201
11 H 0.65929 -1.28741 1.27889  0.3364
12 H -2.41856 1.66792 0.28884  0.2754
13 H 0.09479 1.72546 0.42173  0.3522

lowest unoccupied orbital energy: 0.020 hartree
SMILES: [H]/N=C/NOC(=S)NO
energy above the lowest of the compared OMol25 structures with the same formula, charge and spin: 96.5 kcal per mole
orbital gap: 9.462 eV

=====

No. 5
CH4S3 | the ωB97M-V functional and the def2-TZVPD basis

Each line ends with the Mulliken charge.
Cartesian coordinates (Å):
1 C -0.10659 -0.43049 0.69248  0.0437
2 H 0.06991 0.07987 -0.80970  0.1267
3 H -1.02192 1.64453 -0.45142  0.1697
4 H 1.08007 -0.98120 -1.21450  0.2263
5 H -0.04329 -0.13013 1.73634  0.2778
6 S 0.07764 1.08118 0.06354  -0.0706
7 S 1.48017 -0.62020 0.01906  -0.2793
8 S -1.53599 -0.64356 -0.03581  -0.4944

lowest unoccupied orbital energy: -0.004 hartree
energy above the lowest of the compared OMol25 structures with the same formula, charge and spin: 190.5 kcal per mole
orbital gap: 7.221 eV

=====

No. 6
C8H54N2O22 | the ωB97M-V functional and the def2-TZVPD basis

Each line ends with the Mulliken charge.
Cartesian coordinates (Å):
1 O 13.30821 12.10097 12.37320  -0.8788
2 O 11.71350 8.79946 10.13367  -0.9518
3 C 12.23270 11.49672 12.12527  0.9280
4 C 10.57819 9.26202 10.43068  -0.2053
5 N 9.50108 8.46944 10.57515  0.4864
6 N 11.67236 11.45506 10.86078  0.8585
7 C 11.57162 10.82558 13.32978  -1.2484
8 C 8.15746 8.96216 10.94085  -0.1813
9 C 12.09887 12.35535 9.73067  -0.6146
10 C 11.42267 11.76191 8.50745  -0.2810
11 C 10.15356 11.16128 9.05654  -0.6674
12 C 10.42737 10.74506 10.49015  -0.1094
13 H 9.64496 7.44709 10.46300  0.2828
14 H 11.69354 9.74483 13.20107  0.3670
15 H 10.55644 11.12577 13.49645  0.2690
16 H 12.05337 11.29452 14.16027  0.3810
17 H 8.11253 9.52242 11.90324  -0.5558
18 H 7.53814 8.02972 10.92390  0.4183
19 H 7.77502 9.59694 10.17156  0.2104
20 H 13.11506 12.52026 9.66911  0.6207
21 H 11.59083 13.31407 9.87011  -0.1240
22 H 11.13732 12.50634 7.74628  0.0828
23 H 12.06601 10.99921 8.11674  0.3427
24 H 9.41859 11.97390 9.08643  0.2477
25 H 9.79804 10.32234 8.43712  0.3653
26 H 9.50952 11.05454 11.04748  0.5435
27 O 12.52751 13.45681 5.68704  -0.6103
28 H 12.41974 13.96734 4.77762  0.2878
29 H 12.05907 12.61182 5.50169  0.3348
30 O 6.80401 6.61728 8.97419  -0.6632
31 H 6.81956 7.56926 8.67478  0.3195
32 H 6.11493 6.13443 8.41475  0.2997
33 O 14.11658 9.45513 9.10712  -0.7854
34 H 13.13149 9.42090 9.54724  0.3089
35 H 14.69412 9.95660 9.79092  0.4914
36 O 6.01224 7.96830 13.15685  -0.6839
37 H 6.45780 7.06087 13.48425  0.3276
38 H 6.53856 8.74184 13.53549  0.3501
39 O 9.75338 5.34050 12.77934  -0.6853
40 H 10.44968 4.61789 12.83088  0.2970
41 H 9.57626 5.49587 11.76205  0.4288
42 O 11.48069 10.95453 5.09979  -0.7231
43 H 10.48956 10.93560 5.08320  0.3231
44 H 11.81795 10.00948 4.69203  0.3249
45 O 15.59917 10.82618 10.76995  -0.6404
46 H 15.70486 10.95642 11.75584  0.3089
47 H 15.70657 11.75879 10.37510  0.2743
48 O 5.28245 11.01033 8.78829  -0.6700
49 H 5.31108 10.34691 9.56028  0.3355
50 H 4.89471 11.91276 9.17084  0.3602
51 O 10.46771 15.34883 9.26936  -0.6907
52 H 10.51480 16.29929 8.86391  0.2983
53 H 10.31984 15.41545 10.28803  0.3312
54 O 14.08203 14.61939 7.60673  -0.7361
55 H 14.68362 13.79803 7.94902  0.4162
56 H 13.33392 14.11627 7.03149  0.3473
57 O 8.31317 14.26974 7.93849  -0.7144
58 H 9.26016 14.65525 8.18762  0.3365
59 H 8.28990 14.18990 6.88472  0.3769
60 O 15.43481 10.98422 13.77651  -0.7018
61 H 14.60919 11.45627 13.42518  0.4144
62 H 15.42432 11.12067 14.82817  0.2274
63 O 13.20929 9.34844 16.22803  -0.6348
64 H 13.98168 10.00607 16.52564  0.3150
65 H 12.29543 9.91709 16.15389  0.3399
66 O 7.27682 11.37309 7.32146  -0.7168
67 H 7.53616 12.35871 7.51122  0.2423
68 H 6.31872 11.28088 7.73800  0.4158
69 O 15.58302 12.38726 8.17654  -0.6878
70 H 15.24756 12.00338 7.25082  0.3390
71 H 16.60036 12.47235 8.05726  0.3086
72 O 8.05252 9.48456 14.26151  -0.7484
73 H 8.70459 8.69770 14.44781  0.3283
74 H 7.69942 9.81610 15.15819  0.3390
75 O 9.22338 5.42930 10.11482  -0.7568
76 H 9.66499 5.13197 9.22214  0.3333
77 H 8.34618 5.84918 9.79856  0.3585
78 O 13.12029 14.86572 12.10750  -0.7361
79 H 13.13426 13.81579 12.08384  0.3415
80 H 13.36802 15.21548 11.21724  0.2849
81 O 7.96689 11.89971 12.77414  -0.6254
82 H 8.17204 11.00679 13.24689  0.2574
83 H 6.98146 11.85118 12.44684  0.3239
84 O 4.92240 8.76999 10.72867  -0.6578
85 H 4.43069 8.30006 9.99154  0.3176
86 H 5.17085 7.98308 11.37383  0.3165

lowest unoccupied orbital energy: -0.019 hartree
energy above the lowest of the compared OMol25 structures with the same formula, charge and spin: 2.9 kcal per mole
orbital gap: 7.896 eV

=====

Number 1: DFT total energy -4305.70301 Ha, strongest force on any atom 2.25 eV Å⁻¹. Number 2: DFT total energy -1339.27132 Ha, strongest force on any atom 1.30 eV Å⁻¹. Number 3: DFT total energy -5444.36789 Ha, strongest force on any atom 7.43 eV Å⁻¹. Number 4: DFT total energy -792.01137 Ha, strongest force on any atom 2.29 eV Å⁻¹. Number 5: DFT total energy -1234.74925 Ha, strongest force on any atom 10.49 eV Å⁻¹. Number 6: DFT total energy -2101.87364 Ha, strongest force on any atom 4.32 eV Å⁻¹.